# 1
Computed, not measured: a molecular structure, C28H41BN5O3PdS2, with wB97M-V/def2-TZVPD.

The geometry in ORCA input format:
```
! wB97M-V def2-TZVPD RIJCOSX def2/J DEFGRID3
* xyz 1 1
Pd -1.986 -0.629 0.279
C -5.226 2.504 -1.558
C -4.162 2.934 -0.545
C -4.724 4.051 0.333
O -3.888 1.785 0.284
B -2.660 1.306 0.010
O -1.963 2.090 -0.864
C -2.760 3.246 -1.206
C -2.785 3.347 -2.731
C -2.046 4.461 -0.613
H -6.100 2.143 -1.021
H -4.861 1.696 -2.186
H -5.527 3.344 -2.176
H -5.723 3.774 0.664
H -4.792 4.981 -0.226
H -4.113 4.195 1.219
H -3.022 2.383 -3.171
H -1.805 3.645 -3.095
H -3.509 4.083 -3.062
H -1.999 4.388 0.469
H -2.549 5.379 -0.895
H -1.026 4.502 -0.988
S -4.048 -1.719 0.642
C -2.948 -2.968 0.210
N -2.517 -3.871 1.158
C -1.716 -4.924 0.846
C -1.336 -5.156 -0.435
C -1.805 -4.295 -1.460
C -2.601 -3.230 -1.133
H -2.800 -3.699 2.114
H -1.420 -5.558 1.665
H -0.696 -5.984 -0.675
H -1.544 -4.477 -2.488
H -2.996 -2.562 -1.890
C 1.751 3.770 -3.306
C 1.686 2.438 -4.044
C 0.812 1.411 -3.335
N 1.326 1.091 -2.019
C 0.709 0.231 -1.217
S -0.624 -0.646 -1.759
N 1.141 0.001 0.060
C 2.377 0.163 0.669
O 2.458 0.053 1.872
C 3.529 0.404 -0.232
C 4.424 1.426 0.072
C 5.476 1.701 -0.784
C 5.656 0.937 -1.927
C 4.807 -0.128 -2.195
C 3.738 -0.389 -1.359
H 2.203 4.526 -3.941
H 2.338 3.709 -2.392
H 0.750 4.104 -3.043
H 2.691 2.034 -4.188
H 1.254 2.601 -5.033
H 0.761 0.490 -3.925
H -0.211 1.790 -3.223
H 2.077 1.667 -1.663
H 0.419 -0.399 0.683
H 4.285 1.992 0.980
H 6.150 2.516 -0.565
H 6.472 1.156 -2.601
H 4.977 -0.752 -3.059
H 3.083 -1.221 -1.567
N -0.534 -1.561 2.016
C 0.027 -1.898 2.974
N 0.567 -2.289 4.072
C 0.192 -3.576 4.630
C 1.180 -4.650 4.172
C 2.605 -4.256 4.563
C 2.937 -2.854 4.052
C 1.884 -1.836 4.491
H -0.828 -3.822 4.329
H 0.216 -3.475 5.719
H 1.110 -4.765 3.087
H 0.910 -5.599 4.633
H 3.318 -4.978 4.162
H 2.701 -4.279 5.648
H 2.983 -2.854 2.961
H 3.911 -2.539 4.423
H 2.092 -0.859 4.052
H 1.866 -1.750 5.582
*
```

Output
DFT total energy: -69119.3089 eV
Orbital gap: 6.6956 eV
E_HOMO: -10.24 eV
E_LUMO: -3.54 eV



# 2
Computed, not measured: a molecular structure, C28H41F6IrN5O9P, with wB97M-V/def2-TZVPD.

The geometry in ORCA input format:
```
! wB97M-V def2-TZVPD RIJCOSX def2/J DEFGRID3
* xyz 0 1
Ir -0.118 0.080 0.134
N -0.287 -1.956 0.410
N -0.924 -2.517 -0.711
C -1.154 -1.756 -1.815
N -1.669 -2.400 -2.857
N -0.852 -0.458 -1.719
N -1.170 0.411 -2.781
O -1.739 -0.029 -3.777
O -0.979 1.567 -2.559
H 0.669 -2.301 0.499
H -0.811 -2.163 1.259
H -0.929 -3.521 -0.798
H -1.865 -3.383 -2.806
H -1.863 -1.860 -3.688
O 4.334 3.300 -2.465
C 3.466 2.670 -1.935
C 3.431 1.146 -1.743
O 4.262 0.354 -2.122
C 2.187 0.899 -1.021
C 1.473 2.059 -0.795
O 0.325 2.043 -0.175
C 2.185 3.235 -1.301
O 1.865 4.398 -1.239
O 1.724 -0.258 -0.593
C 2.267 1.622 2.402
C 1.467 0.390 2.813
O 0.288 0.201 2.133
C 1.052 0.551 4.296
F 2.054 0.928 5.099
F 0.541 -0.592 4.797
F 0.091 1.488 4.417
C 2.381 -0.874 2.710
F 1.638 -2.003 2.552
F 3.210 -0.815 1.669
F 3.135 -1.068 3.805
H 1.662 2.512 2.566
H 2.508 1.560 1.345
H 3.192 1.704 2.972
O -2.140 0.252 0.691
P -2.952 0.932 1.793
C -4.639 1.188 1.122
C -5.802 1.248 2.126
C -6.332 -0.120 2.541
C -6.650 -0.999 1.333
C -5.455 -1.110 0.388
C -4.979 0.267 -0.057
C -2.768 -0.155 3.251
C -2.942 -1.640 2.897
C -2.217 -2.504 3.936
C -2.448 -1.976 5.366
C -3.690 -1.093 5.427
C -3.482 0.173 4.583
C -2.204 2.551 2.141
C -2.116 3.437 0.872
C -3.222 4.480 0.693
C -3.486 5.264 1.971
C -3.825 4.306 3.106
C -2.667 3.348 3.372
H -4.519 2.193 0.715
H -6.611 1.799 1.635
H -5.533 1.835 3.007
H -7.225 0.014 3.155
H -5.600 -0.622 3.178
H -7.493 -0.564 0.786
H -6.970 -1.989 1.665
H -5.726 -1.705 -0.488
H -4.635 -1.640 0.885
H -5.783 0.752 -0.621
H -4.121 0.188 -0.725
H -1.686 -0.019 3.387
H -2.574 -1.839 1.887
H -3.998 -1.910 2.880
H -1.143 -2.519 3.725
H -2.575 -3.533 3.852
H -1.589 -1.382 5.684
H -2.526 -2.807 6.068
H -3.910 -0.807 6.456
H -4.561 -1.651 5.070
H -2.860 0.865 5.151
H -4.443 0.666 4.424
H -1.185 2.194 2.336
H -2.020 2.820 -0.022
H -1.163 3.966 0.933
H -4.162 4.024 0.366
H -2.923 5.148 -0.116
H -4.295 5.981 1.818
H -2.595 5.841 2.240
H -4.736 3.754 2.847
H -4.047 4.857 4.023
H -2.906 2.691 4.205
H -1.810 3.944 3.700
*
```

Output
ΔE to the lowest compared entry with this formula, charge and spin: 4.1 kJ/mol
DFT total energy: -84011.7395 eV
Orbital gap: 6.6112 eV
E_HOMO: -7.39 eV
E_LUMO: -0.77 eV



# 3
Computed, not measured: 4 unconnected molecules or ions with the total composition C28H41FN4O3S, with wB97M-V/def2-TZVPD.

The geometry in ORCA input format:
```
! wB97M-V def2-TZVPD RIJCOSX def2/J DEFGRID3
* xyz 0 1
C 2.012 0.511 1.265
C 2.737 -0.625 1.032
C 2.611 -1.484 -0.280
N 1.509 -2.523 -0.182
C 1.156 -2.760 1.226
C -0.062 -2.128 1.739
C -0.420 -2.364 3.139
C 0.385 -3.207 4.033
C 1.626 -3.839 3.540
C 2.466 -4.686 4.549
C 2.902 -6.097 4.033
F 1.602 -4.924 5.675
C 1.971 -3.577 2.146
S 3.487 -4.296 1.396
C 2.858 -4.734 -0.266
C 3.226 -5.954 -0.960
C 2.670 -6.298 -2.282
C 1.738 -5.320 -2.874
C 1.377 -4.083 -2.179
C 0.403 -3.087 -2.890
C 1.270 -2.235 -3.929
C 1.907 -3.752 -0.842
H 1.553 0.712 2.259
H 1.853 1.246 0.441
H 3.435 -0.992 1.832
H 3.616 -1.954 -0.446
H 2.336 -0.782 -1.121
H -0.671 -1.481 1.067
H -1.346 -1.851 3.498
H 0.023 -3.297 5.077
H 3.304 -4.057 4.946
H 3.912 -5.961 3.545
H 2.234 -6.539 3.258
H 3.090 -6.790 4.899
H 3.916 -6.699 -0.508
H 2.949 -7.249 -2.789
H 1.345 -5.571 -3.883
H -0.410 -3.610 -3.462
H -0.006 -2.347 -2.155
H 2.097 -2.856 -4.375
H 1.767 -1.365 -3.417
H 0.644 -1.866 -4.792
C 0.583 5.630 2.594
N 0.164 4.293 2.225
C -0.272 4.039 0.863
C 0.164 3.267 3.107
O -0.178 2.128 2.851
H -0.246 6.324 2.432
H 1.430 5.926 1.970
H 0.881 5.669 3.641
H -1.298 3.669 0.878
H 0.369 3.274 0.421
H -0.221 4.949 0.267
H 0.512 3.558 4.113
C -5.215 6.434 0.189
N -4.293 5.823 -0.747
C -4.823 5.049 -1.861
C -2.956 5.946 -0.621
O -2.132 5.457 -1.377
H -5.823 5.654 0.654
H -5.865 7.128 -0.349
H -4.678 6.977 0.966
H -4.440 4.021 -1.798
H -4.483 5.494 -2.799
H -5.913 5.038 -1.834
H -2.657 6.547 0.255
C -1.427 0.859 -4.167
N -2.123 1.561 -3.107
C -1.374 1.995 -1.939
C -3.446 1.826 -3.168
O -4.082 2.411 -2.308
H -0.984 -0.055 -3.763
H -0.636 1.500 -4.564
H -2.111 0.597 -4.974
H -1.800 1.533 -1.046
H -1.454 3.080 -1.843
H -0.326 1.712 -2.033
H -3.920 1.457 -4.092
*
```

Output
DFT total energy: -55352.5695 eV
SMILES: C=CCN1c2cccc([C@H](C)F)c2Sc2cccc(CC)c21.CN(C)C=O.CN(C)C=O.CN(C)C=O
Orbital gap: 8.6918 eV
E_HOMO: -8.04 eV
E_LUMO: 0.66 eV



# 4
Computed, not measured: a molecular structure, C28H41IrN7O8PS3, with wB97M-V/def2-TZVPD.

The geometry in ORCA input format:
```
! wB97M-V def2-TZVPD RIJCOSX def2/J DEFGRID3
* xyz 2 1
Ir 0.084 -0.556 0.316
C 6.492 0.787 4.838
C 5.523 0.237 3.833
C 5.970 -0.401 2.678
C 5.077 -0.910 1.752
C 3.714 -0.772 1.992
C 3.238 -0.141 3.139
C 4.148 0.355 4.050
S 2.615 -1.371 0.787
O 1.310 -1.733 1.494
O 3.217 -2.449 0.071
N 2.051 -0.214 -0.193
C 2.350 1.185 0.157
C 1.511 1.699 1.328
O 1.822 2.666 1.974
O 0.395 1.011 1.551
H 7.522 0.663 4.510
H 6.376 0.280 5.797
H 6.309 1.849 5.006
H 7.033 -0.505 2.504
H 5.424 -1.419 0.863
H 2.174 -0.050 3.310
H 3.791 0.848 4.945
H 2.106 1.797 -0.714
H 3.405 1.341 0.381
N -7.306 -1.612 -0.972
C -6.348 -2.723 -1.316
P -4.646 -2.016 -1.035
O -4.971 -0.593 -0.667
O -3.833 -2.944 -0.209
C -3.824 -1.963 -2.679
N -2.465 -1.371 -2.477
H -7.905 -1.842 -0.181
H -7.905 -1.345 -1.751
H -6.660 -0.809 -0.716
H -6.530 -3.061 -2.334
H -6.505 -3.559 -0.640
H -4.361 -1.347 -3.398
H -3.695 -2.967 -3.081
H -1.828 -2.027 -1.998
H -2.435 -0.532 -1.866
H -2.019 -1.110 -3.357
C 1.962 6.507 -1.968
C 1.065 5.383 -1.540
C 0.637 5.264 -0.224
C -0.182 4.214 0.169
C -0.587 3.288 -0.778
C -0.170 3.380 -2.106
C 0.654 4.422 -2.474
S -1.624 1.977 -0.230
C -3.073 2.252 -1.230
O -1.047 0.693 -0.936
H 2.221 7.151 -1.130
H 1.474 7.117 -2.730
H 2.884 6.121 -2.402
H 0.966 5.984 0.514
H -0.470 4.102 1.206
H -0.475 2.638 -2.834
H 0.989 4.503 -3.501
H -2.797 2.252 -2.283
H -3.476 3.225 -0.951
H -3.787 1.465 -0.983
C -1.237 -0.836 4.820
N -1.286 -0.412 3.433
C -1.844 -1.102 2.443
N -2.461 -2.267 2.675
O -1.814 -0.635 1.257
H -0.873 -0.009 5.423
H -0.566 -1.686 4.962
H -2.235 -1.092 5.178
H -0.754 0.394 3.118
H -2.477 -2.692 3.585
H -2.937 -2.689 1.876
N -0.440 -3.906 0.516
C 0.056 -3.473 -0.640
N 0.064 -2.200 -1.017
C 0.651 -2.070 -2.298
C 0.822 -0.880 -3.000
C 1.383 -0.934 -4.265
C 1.775 -2.148 -4.831
C 1.607 -3.333 -4.139
C 1.038 -3.275 -2.875
S 0.692 -4.599 -1.794
H -0.733 -3.234 1.207
H -0.252 -4.844 0.825
H 0.558 0.063 -2.542
H 1.540 -0.017 -4.816
H 2.223 -2.163 -5.815
H 1.916 -4.277 -4.569
*
```

Output
ΔE to the lowest compared entry with this formula, charge and spin: 46.1 kJ/mol
DFT total energy: -101137.3652 eV
Orbital gap: 8.1602 eV
E_HOMO: -12.72 eV
E_LUMO: -4.56 eV



# 5
Computed, not measured: a single C28H41N5O6 molecule, with wB97M-V/def2-TZVPD.

The geometry in ORCA input format:
```
! wB97M-V def2-TZVPD RIJCOSX def2/J DEFGRID3
* xyz 0 1
C 4.796 -2.160 3.872
C 5.309 -0.779 3.483
C 4.617 -0.207 2.245
C 3.136 0.085 2.471
C 2.513 0.773 1.257
N 1.084 0.992 1.447
C 0.701 2.136 2.074
O 1.495 3.010 2.354
C -0.783 2.276 2.384
C -1.203 3.749 2.295
C -1.348 4.071 0.835
O -2.283 3.731 0.147
O -0.299 4.725 0.343
C -0.294 4.904 -1.068
C -0.297 3.538 -1.762
O 0.575 2.727 -1.478
N -1.229 3.289 -2.697
C -2.394 4.112 -2.942
C -1.152 2.035 -3.422
C -2.044 0.945 -2.872
C -2.435 -0.101 -3.700
C -3.214 -1.135 -3.210
C -3.623 -1.155 -1.882
C -4.443 -2.279 -1.335
C -3.234 -0.101 -1.062
C -2.458 0.935 -1.547
C 0.247 -0.138 1.269
C 0.080 -0.666 0.006
N 0.644 -0.074 -1.076
N -0.597 -1.851 -0.175
C -0.532 -2.580 -1.433
C 0.868 -3.139 -1.704
C 1.370 -4.081 -0.608
C 0.545 -5.357 -0.485
C -1.290 -2.456 0.859
O -1.978 -3.442 0.692
N -1.156 -1.862 2.076
C -0.354 -0.763 2.413
O -0.259 -0.423 3.575
H 5.377 -2.559 4.700
H 3.755 -2.114 4.182
H 4.878 -2.848 3.033
H 6.382 -0.843 3.282
H 5.170 -0.092 4.320
H 4.726 -0.908 1.414
H 5.116 0.723 1.963
H 3.015 0.735 3.339
H 2.594 -0.842 2.667
H 2.968 1.754 1.106
H 2.658 0.166 0.361
H -1.386 1.666 1.709
H -0.931 1.907 3.401
H -0.425 4.370 2.738
H -2.160 3.900 2.793
H 0.655 5.397 -1.287
H -1.132 5.537 -1.365
H -2.906 4.332 -2.005
H -3.079 3.554 -3.575
H -2.124 5.041 -3.450
H -0.107 1.707 -3.379
H -1.403 2.228 -4.470
H -2.127 -0.107 -4.737
H -3.508 -1.937 -3.871
H -4.801 -2.926 -2.132
H -5.298 -1.894 -0.782
H -3.846 -2.877 -0.646
H -3.549 -0.090 -0.028
H -2.192 1.750 -0.892
H 0.829 0.924 -0.992
H 0.299 -0.352 -1.980
H -1.248 -3.397 -1.341
H -0.862 -1.941 -2.257
H 0.830 -3.677 -2.654
H 1.578 -2.317 -1.810
H 1.374 -3.556 0.350
H 2.405 -4.345 -0.839
H 0.478 -5.862 -1.446
H -0.460 -5.143 -0.131
H 1.013 -6.035 0.225
H -1.636 -2.315 2.846
*
```

Output
ΔE to the lowest compared entry with this formula, charge and spin: 58.7 kJ/mol
DFT total energy: -49441.0152 eV
SMILES: CCCCCN(C(=O)CCC(=O)OCC(=O)N(C)Cc1ccc(C)cc1)c1c(N)n(CCCC)c(=O)[nH]c1=O
Orbital gap: 8.6467 eV
E_HOMO: -8.16 eV
E_LUMO: 0.49 eV



# 6
Computed, not measured: 2 unconnected molecules or ions with the total composition C28H41O2S, with wB97M-V/def2-TZVPD.

The geometry in ORCA input format:
```
! wB97M-V def2-TZVPD RIJCOSX def2/J DEFGRID3
* xyz 1 1
C 4.254 3.413 2.989
C 2.790 3.743 2.921
O 2.141 2.942 1.924
C 0.786 3.142 1.990
C 0.009 2.576 0.899
S -1.431 3.355 0.508
C -1.215 5.113 0.964
C -1.391 3.518 -1.320
O 0.319 3.796 2.932
H 4.679 4.066 3.757
H 4.438 2.380 3.300
H 4.793 3.604 2.053
H 2.328 3.573 3.900
H 2.664 4.802 2.654
H 0.411 1.813 0.240
H -1.023 5.111 2.040
H -0.375 5.548 0.403
H -2.156 5.628 0.732
H -1.459 2.519 -1.759
H -2.260 4.107 -1.638
H -0.466 4.009 -1.638
C -4.051 -1.376 -4.703
C -3.510 -1.819 -3.377
C -3.526 -0.964 -2.276
C -2.943 -1.331 -1.055
C -3.067 -0.383 0.105
C -2.290 -2.576 -0.950
C -1.542 -3.009 0.305
C -2.492 -3.567 1.363
C -0.603 -1.956 0.984
C 0.078 -1.009 0.091
C 1.451 -0.733 0.253
C 2.372 -1.030 -0.810
C 1.953 -1.954 -1.919
C 3.637 -0.469 -0.767
C 4.084 0.250 0.358
C 5.419 0.927 0.353
C 3.261 0.309 1.484
C 1.951 -0.144 1.465
C 1.052 0.064 2.647
C -2.432 -3.511 -1.999
C -1.979 -4.942 -1.843
C -2.999 -3.108 -3.205
H -3.961 -2.183 -5.436
H -5.106 -1.081 -4.640
H -3.503 -0.509 -5.093
H -4.006 0.014 -2.363
H -3.546 -0.853 0.976
H -2.099 0.030 0.417
H -3.691 0.471 -0.181
H -0.865 -3.828 0.011
H -3.124 -4.356 0.948
H -1.918 -3.993 2.193
H -3.136 -2.777 1.766
H -1.135 -1.406 1.794
H 0.177 -2.557 1.500
H -0.397 -0.804 -0.869
H 2.750 -2.063 -2.663
H 1.739 -2.969 -1.549
H 1.046 -1.596 -2.424
H 4.327 -0.613 -1.604
H 5.547 1.522 1.264
H 6.252 0.214 0.278
H 5.503 1.604 -0.507
H 3.672 0.721 2.415
H 1.615 0.514 3.473
H 0.229 0.753 2.392
H 0.627 -0.876 3.015
H -2.213 -5.507 -2.752
H -0.895 -5.025 -1.679
H -2.488 -5.449 -1.010
H -3.063 -3.823 -4.026
*
```

Output
ΔE to the lowest compared entry with this formula, charge and spin: 300.8 kJ/mol
DFT total energy: -44622.5209 eV
Orbital gap: 4.7255 eV
E_HOMO: -10.03 eV
E_LUMO: -5.30 eV